No. 1
The following is a DFT calculation (ωB97M-V/def2-TZVPD) of 2 unconnected molecules or ions with the total composition C4H8O2.

Structure (XYZ):
```
14
Properties=species:S:1:pos:R:3:nbo_charge:R:1
C -2.044 -0.339 -0.525 -0.622
C -0.582 -0.134 -0.183 -0.066
O -0.516 0.915 0.767 -0.496
C 0.733 1.294 1.183 -0.187
C 1.901 0.722 0.960 0.604
O 2.987 0.298 0.803 -0.457
H -2.464 0.573 -0.958 0.216
H -2.613 -0.587 0.376 0.217
H -2.162 -1.153 -1.246 0.216
H -0.144 -1.052 0.240 0.169
H 0.002 0.136 -1.077 0.171
H 0.742 2.177 1.811 0.239
H 1.933 -1.429 -1.416 -0.007
H 2.228 -1.422 -0.735 0.004
```

For the gap between HOMO and LUMO, the calculation gives 8.88 eV. Its energy above the lowest of the compared OMol25 structures with the same formula, charge and spin is 338.40 kJ/mol. The SMILES is CCOC=C=O.[H][H]. The total charge is 0.

No. 2
The following is a DFT calculation (ωB97M-V/def2-TZVPD) of C7H7Cl3N2O2 in the gas phase.

Structure (XYZ):
```
21
Properties=species:S:1:pos:R:3:nbo_charge:R:1
C 1.669 -1.733 -0.680 -0.242
C 1.472 0.649 -0.506 -0.228
C 2.277 -0.417 -0.535 -0.024
C 0.444 -2.021 -0.314 0.003
C -0.510 -0.931 0.182 -0.214
C -0.005 0.464 -0.442 0.224
C -2.090 1.784 0.250 -0.410
N -0.628 1.537 0.304 -0.623
N -0.372 -0.651 1.650 0.539
O -1.387 -0.682 2.313 -0.355
O 0.768 -0.455 2.018 -0.356
Cl 3.991 -0.475 -0.615 0.050
Cl -0.329 -3.581 -0.127 0.028
Cl -0.332 0.593 -2.321 -0.144
H 2.295 -2.628 -0.989 0.254
H 1.838 1.671 -0.396 0.243
H -1.568 -1.230 -0.115 0.278
H -2.541 1.384 -0.721 0.191
H -2.612 1.436 1.039 0.206
H -2.169 2.853 0.191 0.207
H -0.212 2.433 -0.183 0.374
```

For the gap between HOMO and LUMO, the calculation gives 8.73 eV. Its energy above the lowest of the compared OMol25 structures with the same formula, charge and spin is 15.93 kJ/mol. The SMILES is CN[C@@]1(Cl)C=C(Cl)C=C(Cl)[C@H]1[N+](=O)[O-]. The total charge is 0.

Which value of total charge does entry 2 give?
0

Copy entry 1 word for word.
The following is a DFT calculation (ωB97M-V/def2-TZVPD) of 2 unconnected molecules or ions with the total composition C4H8O2.

Structure (XYZ):
```
14
Properties=species:S:1:pos:R:3:nbo_charge:R:1
C -2.044 -0.339 -0.525 -0.622
C -0.582 -0.134 -0.183 -0.066
O -0.516 0.915 0.767 -0.496
C 0.733 1.294 1.183 -0.187
C 1.901 0.722 0.960 0.604
O 2.987 0.298 0.803 -0.457
H -2.464 0.573 -0.958 0.216
H -2.613 -0.587 0.376 0.217
H -2.162 -1.153 -1.246 0.216
H -0.144 -1.052 0.240 0.169
H 0.002 0.136 -1.077 0.171
H 0.742 2.177 1.811 0.239
H 1.933 -1.429 -1.416 -0.007
H 2.228 -1.422 -0.735 0.004
```

For the gap between HOMO and LUMO, the calculation gives 8.88 eV. Its energy above the lowest of the compared OMol25 structures with the same formula, charge and spin is 338.40 kJ/mol. The SMILES is CCOC=C=O.[H][H]. The total charge is 0.